Entry A
One molecule with the formula C5H5N, computed with ωB97M-V/def2-TZVPD.

Structure (XYZ):
```
11
Properties=species:S:1:pos:R:3
C -1.8345 -0.2712 -0.4328
C -0.7749 0.7100 -0.4393
C 0.2932 1.2373 -0.2129
C 1.2621 0.4966 0.6670
C 2.0906 -0.4014 -0.1494
N 2.6837 -1.1494 -0.8018
H -2.6580 0.0100 -1.0785
H -2.1898 -0.4061 0.5959
H -1.4006 -1.2195 -0.7717
H 1.8624 1.1472 1.2935
H 0.6658 -0.1536 1.3301
```

Properties
Structure (SMILES) ... CC#CCC#N
Gap between HOMO and LUMO ... 0.385 Ha
Spin multiplicity ... 1



Entry B
C5H5N as an isolated structure, computed with ωB97M-V/def2-TZVPD.

Structure (XYZ):
```
11
Properties=species:S:1:pos:R:3
C 1.8032 -0.8590 -0.1187
C 0.4411 -1.0104 -0.0435
C 1.8272 0.4679 0.1508
C -0.1298 0.3062 -0.1467
C -1.5243 0.7775 -0.0357
N 0.7914 1.2222 -0.0910
H 2.4585 -1.6749 0.1548
H -0.0302 -1.9276 0.1830
H -1.5586 1.7615 -0.3432
H -1.9033 0.6856 0.9833
H -2.1752 0.2510 -0.6930
```

Properties
Gap between HOMO and LUMO (alpha / beta) ... 0.276 / 0.291 Ha
Spin multiplicity ... 1



Entry C
One molecule with the formula C5H5N, computed with ωB97M-V/def2-TZVPD.

Structure (XYZ):
```
11
Properties=species:S:1:pos:R:3
C -1.8669 1.6107 -0.0750
C -0.8287 1.0254 -0.1624
C 0.4297 0.3077 -0.1945
C 0.2809 -1.0774 0.4630
C -0.6704 -1.0376 1.5468
N -1.4209 -1.0324 2.4076
H -2.7706 2.1422 -0.0153
H 0.7568 0.1938 -1.2312
H 1.1802 0.8967 0.3409
H 1.2407 -1.4166 0.8629
H -0.0820 -1.8113 -0.2630
```

Properties
Structure (SMILES) ... C#CCCC#N
Gap between HOMO and LUMO ... 0.407 Ha
Spin multiplicity ... 1



Entry D
One molecule with the formula C5H5N, computed with ωB97M-V/def2-TZVPD.

Structure (XYZ):
```
11
Properties=species:S:1:pos:R:3
C -1.0943 -0.9020 0.2925
C -0.6330 0.5262 -0.0007
C 0.7347 0.6655 -0.5849
C 1.5671 1.0152 -1.5112
C 2.0924 0.3405 -0.0295
N 3.0127 0.0073 0.6095
H -0.5515 -1.3495 1.1300
H -0.9744 -1.5448 -0.5841
H -2.1579 -0.8819 0.5530
H -0.7185 1.1545 0.8921
H -1.2773 0.9689 -0.7667
```

Properties
Gap between HOMO and LUMO ... 0.360 Ha
Spin multiplicity ... 1



Structures ranked by computed energy, the most stable listed first: entry C, entry A, entry D, entry B.



Entry A
One molecule with the formula C5H5N, computed with ωB97M-V/def2-TZVPD.

Structure (XYZ):
```
11
Properties=species:S:1:pos:R:3
N -0.5538 -0.7147 3.2601
C -0.3015 -0.6029 2.0590
C -0.4379 -0.5658 0.8015
C -0.0661 -0.2736 -0.3945
C -0.2675 -0.0979 -1.7991
C 0.8299 0.6632 -1.1223
H -0.1663 -0.2106 4.0696
H -0.2708 -0.9366 -2.5394
H -1.1811 0.4988 -1.9119
H 0.4540 1.6983 -1.0889
H 1.9612 0.5416 -1.3340
```

Properties
Structure (SMILES) ... N=C=C=C1CC1
Gap between HOMO and LUMO ... 0.305 Ha
Spin multiplicity ... 1



Entry B
One molecule with the formula C5H5N, computed with ωB97M-V/def2-TZVPD.

Structure (XYZ):
```
11
Properties=species:S:1:pos:R:3
C -0.3462 -0.9498 -0.5805
C 0.9913 -0.6312 -0.7109
C 1.2049 0.6753 -0.2067
N 0.7142 1.0217 0.9605
C -0.5091 0.5862 1.2242
C -1.1617 -0.1236 0.2190
H -0.7777 -1.8076 -1.0942
H 1.7837 -1.2524 -1.1211
H 1.2729 1.5360 -0.8654
H -0.9621 0.9200 2.1511
H -2.2102 0.0255 0.0240
```

Properties
Structure (SMILES) ... c1ccncc1
Gap between HOMO and LUMO (alpha / beta) ... 0.309 / 0.309 Ha
Spin multiplicity ... 1



Structures ranked by computed energy, the most stable listed first: entry B, entry A.



Entry A
C3H7NO2 as an isolated structure, computed with ωB97M-V/def2-TZVPD.

Structure (XYZ):
```
13
Properties=species:S:1:pos:R:3
N -0.6032 2.1834 0.2530
C -0.2017 1.1930 -0.5883
O 0.6530 1.3158 -1.4508
C 0.9445 -0.8807 0.5677
C 0.1151 -1.4060 -0.4886
O -1.1104 -1.4218 -0.4270
H -1.4648 2.0116 0.7505
H -0.4449 3.1235 -0.0742
H 0.4841 -0.4229 1.4502
H 1.9752 -0.5477 0.3807
H 0.7010 -1.7490 -1.3510
H 0.7343 -2.1583 0.5619
H -0.7796 0.2608 -0.4245
```

Properties
Gap between HOMO and LUMO ... 0.385 Ha
Spin multiplicity ... 1



Entry B
A 2-piece molecular cluster, C3H7NO2 overall, computed with ωB97M-V/def2-TZVPD.

Structure (XYZ):
```
13
Properties=species:S:1:pos:R:3
C -1.9249 0.0283 0.2162
C -1.0130 -0.6887 0.8903
O -0.5857 -1.9271 0.5765
C 1.1896 0.4798 -0.1170
O 0.5063 1.2283 -0.9838
N 2.4893 0.5703 -0.3792
H -2.2796 0.9679 0.6247
H -2.4095 -0.3603 -0.6775
H -0.4350 1.0702 -0.7460
H -0.5420 -0.3303 1.7968
H -0.9939 -2.1892 -0.2597
H 3.1130 0.0190 0.1859
H 2.8853 1.1317 -1.1272
```

Properties
Gap between HOMO and LUMO ... 0.343 Ha
Spin multiplicity ... 1



Entry C
One molecule with the formula C3H7NO2, computed with ωB97M-V/def2-TZVPD.

Structure (XYZ):
```
13
Properties=species:S:1:pos:R:3
O 1.4865 -0.7941 1.2430
C 1.7484 -0.0078 0.3423
N 0.8891 0.5890 -0.5196
C -0.5752 0.3882 -0.7954
C -1.3443 -0.5218 0.1860
O -1.0224 -0.1528 1.4885
H 2.8067 0.2710 0.1746
H 1.3677 1.2180 -1.1542
H -1.0666 1.3689 -0.7533
H -0.6396 0.0099 -1.8212
H -2.4315 -0.3796 0.0657
H -1.1690 -1.5933 -0.0123
H -0.0873 -0.4412 1.5796
```

Properties
Structure (SMILES) ... O=CNCCO
Gap between HOMO and LUMO ... 0.389 Ha
Spin multiplicity ... 1



Entry D
A 2-piece molecular cluster, C3H7NO2 overall, computed with ωB97M-V/def2-TZVPD.

Structure (XYZ):
```
13
Properties=species:S:1:pos:R:3
C -1.4588 -0.3607 -0.5253
C 1.2781 -1.5304 0.3223
C -1.2416 0.9441 0.1526
N 1.9578 -0.4416 0.1729
O -0.3049 1.6953 -0.4784
O -1.7715 1.3338 1.1582
H -0.2044 2.5412 -0.0151
H 2.8178 -0.1826 0.6617
H 1.6261 0.2543 -0.4791
H -1.4548 -0.2330 -1.6025
H -2.3875 -0.8065 -0.1863
H -0.6140 -1.0223 -0.2572
H 1.7577 -2.1916 1.0762
```

Properties
Gap between HOMO and LUMO ... 0.333 Ha
Spin multiplicity ... 1



Structures ranked by computed energy, the most stable listed first: entry C, entry D, entry B, entry A.



Entry A
An isolated ion of composition C5H12NO and charge -1, computed with ωB97M-V/def2-TZVPD.

Structure (XYZ):
```
19
Properties=species:S:1:pos:R:3
C 0.0966 -0.3906 2.7131
C 0.3022 -1.3415 1.5369
C 0.7512 -0.5939 0.2837
N -0.3923 -0.0786 -0.4632
C -0.0983 0.2827 -1.8515
C -0.7661 1.5634 -2.3757
O -0.1839 2.0747 -3.4674
H 1.0574 0.0514 3.0149
H -0.2821 -0.8021 3.6524
H -0.5698 0.4115 2.3826
H -0.6387 -1.8459 1.3171
H 0.9937 -2.1606 1.7710
H 1.4909 0.1830 0.4966
H 1.1924 -1.3374 -0.3886
H -0.8547 0.6919 -0.0029
H 0.9753 0.2787 -2.1021
H -0.3954 -0.5569 -2.5068
H -0.8230 2.2619 -1.4777
H -1.8553 1.3083 -2.5323
```

Properties
Structure (SMILES) ... CCCNCC[O-]
Net charge ... -1
Gap between HOMO and LUMO ... 0.209 Ha
Spin multiplicity ... 1



Entry B
An isolated ion of composition C5H12NO and charge -1, computed with ωB97M-V/def2-TZVPD.

Structure (XYZ):
```
19
Properties=species:S:1:pos:R:3
N -2.5027 0.9075 1.3168
C -1.8755 0.8335 0.0259
C -1.2084 -0.3823 -0.4590
C 0.1659 -0.7844 0.0715
C 1.4197 0.0751 -0.3718
C 2.8664 -0.6660 -0.3944
O 3.9471 0.0609 -0.8235
H -1.6677 0.7299 1.9269
H -2.5653 1.9422 1.6384
H -1.1465 1.7678 -0.1336
H -2.8315 0.9783 -0.5153
H -1.8544 -1.3023 -0.1238
H -1.3177 -0.3710 -1.5307
H 0.3804 -1.7744 -0.2577
H 0.0431 -0.6770 1.1562
H 1.4243 1.0479 0.1585
H 1.1239 0.2671 -1.4293
H 2.6763 -1.6018 -0.9758
H 2.9228 -1.0509 0.7206
```

Properties
Structure (SMILES) ... NCCCCC[O-]
Net charge ... -1
Gap between HOMO and LUMO ... 0.213 Ha
Spin multiplicity ... 1



Structures ranked by computed energy, the most stable listed first: entry A, entry B.